Entry from the Open Molecules 2025 dataset: an isolated molecule of C29H34O (ωB97M-V with the def2-TZVPD basis set).

Each line ends with the natural charge from an NBO analysis.
Element x y z (Å)
C -3.875 -0.577 2.648  -0.60
C -2.693 0.394 2.586  -0.07
C -2.916 1.283 1.365  -0.60
C -2.772 1.252 3.841  -0.60
C -1.329 -0.349 2.524  -0.06
C -1.324 -1.739 2.492  -0.21
C -0.137 -2.445 2.425  -0.23
C 1.069 -1.763 2.445  -0.21
C 1.153 -0.374 2.572  -0.07
C 2.583 0.213 2.847  -0.07
C 3.631 -0.880 3.088  -0.60
C 2.618 1.075 4.115  -0.59
C 3.131 0.964 1.637  -0.61
C -0.086 0.336 2.449  0.37
O -0.177 1.592 1.870  -0.55
C 0.459 2.756 2.164  0.03
C 0.857 3.428 0.882  -0.18
C 1.224 2.792 -0.258  -0.22
C 2.246 3.344 -1.132  0.02
C 2.887 2.538 -2.104  -0.23
C 3.999 3.016 -2.797  -0.21
C 4.481 4.312 -2.562  -0.22
C 3.828 5.137 -1.636  -0.19
C 2.715 4.670 -0.938  -0.23
C -0.398 3.670 3.025  -0.05
C -0.306 3.618 4.423  -0.16
C -0.959 4.584 5.187  -0.22
C -1.706 5.594 4.560  -0.21
C -1.830 5.612 3.169  -0.21
C -1.228 4.609 2.407  -0.21
H -3.822 -1.218 3.534  0.21
H -4.810 -0.005 2.717  0.21
H -3.938 -1.200 1.749  0.21
H -2.170 2.077 1.316  0.23
H -2.861 0.684 0.447  0.21
H -3.913 1.744 1.427  0.20
H -2.017 2.040 3.824  0.22
H -3.758 1.733 3.891  0.21
H -2.624 0.636 4.736  0.21
H -2.267 -2.281 2.517  0.22
H -0.151 -3.533 2.400  0.21
H 1.987 -2.347 2.401  0.21
H 3.799 -1.492 2.195  0.21
H 4.588 -0.398 3.323  0.21
H 3.371 -1.522 3.935  0.21
H 1.818 1.820 4.177  0.19
H 2.535 0.425 4.999  0.22
H 3.588 1.595 4.154  0.21
H 2.531 1.831 1.370  0.22
H 4.151 1.319 1.853  0.21
H 3.167 0.301 0.763  0.21
H 1.388 2.598 2.732  0.21
H 0.917 4.512 0.972  0.21
H 0.829 1.803 -0.524  0.22
H 2.513 1.524 -2.257  0.21
H 4.501 2.366 -3.514  0.22
H 5.353 4.682 -3.099  0.21
H 4.187 6.149 -1.437  0.21
H 2.230 5.309 -0.199  0.21
H 0.280 2.827 4.884  0.21
H -0.870 4.551 6.270  0.22
H -2.163 6.384 5.157  0.22
H -2.390 6.399 2.658  0.22
H -1.337 4.573 1.321  0.22

Output
Charge ... 0
Lowest unoccupied orbital energy ... 0.45 eV
HOMO ... -8.128 eV
Gap between HOMO and LUMO ... 8.58 eV
Structure (SMILES) ... CC(C)(C)c1cccc(C(C)(C)C)c1O[C@@H](/C=C/c1ccccc1)c1ccccc1


Entry from the Open Molecules 2025 dataset: an isolated molecule of C5H10O (ωB97M-V with the def2-TZVPD basis set).

Each line ends with the natural charge from an NBO analysis.
Element x y z (Å)
C -1.569 0.801 -0.769  -0.62
C -0.759 -0.100 0.135  0.10
C -1.291 -0.323 1.531  -0.64
C 1.483 -0.421 0.452  0.28
O 0.576 0.469 0.098  -0.53
C 2.619 -0.225 -0.490  -0.76
H -0.987 0.995 -1.676  0.22
H -1.783 1.758 -0.284  0.21
H -2.505 0.308 -1.045  0.21
H -0.641 -1.070 -0.356  0.18
H -1.286 0.602 2.113  0.21
H -0.683 -1.073 2.045  0.24
H -2.320 -0.692 1.452  0.22
H 3.578 -0.548 -0.092  0.23
H 2.305 -1.001 -1.216  0.25
H 2.651 0.730 -1.031  0.21

Output
ΔE to the lowest compared entry with this formula, charge and spin ... 295.3 kJ/mol
Charge ... 0
Lowest unoccupied orbital energy ... 1.13 eV
HOMO ... -8.218 eV
Gap between HOMO and LUMO ... 9.34 eV


Entry from the Open Molecules 2025 dataset: C25H31F10N3O4PS2V as an isolated structure (ωB97M-V with the def2-TZVPD basis set).

Each line ends with the Mulliken spin population.
Element x y z (Å)
V -0.561 0.624 -0.016  2.67
C -2.581 3.098 -0.838  0.06
N -2.346 2.110 0.206  -0.05
C -3.514 1.218 0.325  0.02
C -3.449 0.114 -0.719  0.06
N -2.146 -0.526 -0.688  0.02
C -2.172 -1.892 -0.455  0.04
C -1.510 -2.800 -1.286  -0.07
F -0.934 -2.381 -2.429  -0.01
C -1.455 -4.156 -1.021  0.00
F -0.799 -4.981 -1.856  0.00
C -2.106 -4.684 0.082  0.00
F -2.054 -6.002 0.343  0.00
C -2.812 -3.829 0.907  0.01
F -3.441 -4.305 1.993  0.00
C -2.838 -2.472 0.628  -0.03
F -3.495 -1.681 1.504  0.00
C -2.062 2.805 1.473  0.04
C -1.589 1.843 2.543  0.04
N -0.452 1.103 2.022  0.05
C 0.251 0.416 2.990  0.07
C -0.335 -0.321 4.022  -0.04
F -1.677 -0.468 4.067  0.00
C 0.388 -0.996 4.995  0.00
F -0.260 -1.710 5.934  0.00
C 1.765 -0.968 4.978  0.00
F 2.485 -1.626 5.908  0.00
C 2.394 -0.246 3.973  0.00
F 3.738 -0.162 3.962  0.00
C 1.654 0.426 3.017  -0.04
F 2.347 1.159 2.131  0.01
H -3.442 3.735 -0.584  0.00
H -1.695 3.718 -0.947  0.00
H -2.784 2.601 -1.784  -0.01
H -3.496 0.758 1.310  -0.02
H -4.439 1.812 0.237  0.00
H -4.271 -0.588 -0.536  0.00
H -3.645 0.545 -1.716  -0.01
H -1.275 3.531 1.258  -0.01
H -2.956 3.356 1.813  0.00
H -1.312 2.438 3.428  0.00
H -2.425 1.210 2.867  -0.01
C -1.283 0.724 -3.433  0.02
O -0.419 1.321 -2.488  0.05
C 0.058 2.578 -2.913  -0.02
C 1.122 3.041 -1.954  0.05
O 0.588 3.030 -0.645  0.00
C 1.553 3.450 0.314  0.02
H -0.741 0.514 -4.361  0.01
H -2.127 1.389 -3.659  0.00
H -1.649 -0.196 -2.985  0.00
H -0.778 3.289 -2.967  0.00
H 0.497 2.500 -3.918  0.00
H 1.439 4.057 -2.234  0.00
H 1.993 2.375 -1.993  -0.02
H 1.786 4.512 0.165  0.00
H 2.459 2.847 0.228  0.00
H 1.115 3.289 1.295  0.00
C 3.712 -3.180 1.766  0.00
C 4.161 -1.942 1.027  0.00
O 3.908 -2.100 -0.373  0.00
P 2.908 -1.079 -1.092  0.03
S 3.749 0.655 -1.391  0.00
S 1.181 -1.171 -0.069  0.07
O 2.743 -1.970 -2.402  0.00
C 1.911 -1.688 -3.519  0.00
C 2.156 -0.370 -4.220  0.00
H 3.908 -3.069 2.835  0.00
H 4.238 -4.064 1.407  0.00
H 2.642 -3.327 1.623  0.00
H 5.232 -1.762 1.135  0.00
H 3.636 -1.064 1.400  0.00
H 0.871 -1.768 -3.191  0.00
H 2.110 -2.512 -4.207  0.00
H 1.836 0.473 -3.618  -0.01
H 1.581 -0.381 -5.149  0.00
H 3.211 -0.229 -4.454  0.00

Output
ΔE to the lowest compared entry with this formula, charge and spin ... 19.2 kJ/mol
Charge ... -1
Lowest unoccupied orbital energy (alpha / beta) ... 2.26 / 2.26 eV
HOMO (alpha / beta) ... -3.822 / -4.954 eV
Gap between HOMO and LUMO (alpha / beta) ... 6.09 / 7.22 eV
Spin multiplicity ... 4


Entry from the Open Molecules 2025 dataset: an isolated ion of composition C3H6IN2OS and charge +1 (ωB97M-V with the def2-TZVPD basis set).

Each line ends with the natural charge from an NBO analysis.
Element x y z (Å)
N -0.309 1.824 -0.408  -0.72
C -0.166 0.745 0.660  -0.04
S -1.651 -0.307 0.696  0.28
C -0.791 -1.775 0.058  -0.62
C 0.665 -1.448 -0.171  0.65
O 1.486 -2.169 -0.644  -0.52
N 0.965 -0.171 0.238  -0.64
I 2.878 0.556 0.027  0.44
H -0.423 2.759 0.004  0.45
H -1.128 1.623 -1.005  0.46
H 0.544 1.828 -0.996  0.46
H 0.050 1.220 1.616  0.25
H -1.247 -2.110 -0.873  0.27
H -0.871 -2.575 0.798  0.28

Output
ΔE to the lowest compared entry with this formula, charge and spin ... 0.0 kJ/mol
Charge ... +1
Lowest unoccupied orbital energy ... -4.49 eV
HOMO ... -13.618 eV
Gap between HOMO and LUMO ... 9.13 eV
Structure (SMILES) ... [NH3+][C@H]1SCC(=O)N1I


Entry from the Open Molecules 2025 dataset: C6H27AlB3NO2 as an isolated structure (ωB97M-V with the def2-TZVPD basis set).

Each line ends with the natural charge from an NBO analysis.
Element x y z (Å)
Al 0.952 0.149 0.598  2.01
B 0.020 1.940 1.571  -0.97
H -0.129 1.830 0.508  -0.01
H -0.287 0.984 1.965  0.07
H 1.049 2.138 1.829  0.05
H -0.596 2.692 2.039  0.12
B 0.186 -0.445 2.736  -0.75
H 0.959 0.303 2.650  -0.01
H -0.700 0.152 2.893  0.00
H 0.245 -1.068 1.858  -0.01
H 0.374 -1.084 3.585  0.03
B 1.165 -1.855 -0.345  -0.96
H 1.787 -1.163 -0.892  0.03
H 1.550 -1.855 0.663  0.04
H 0.166 -1.449 -0.335  0.04
H 1.135 -2.813 -0.840  0.11
C -1.895 -2.226 1.996  -0.26
O -1.401 -1.071 1.320  -0.57
C -2.355 -0.740 0.317  -0.07
C -2.045 0.587 -0.472  -0.26
N -0.822 0.372 -1.314  -0.65
C -0.346 1.545 -2.108  -0.25
C 1.097 1.220 -2.528  -0.09
O 2.098 0.897 -1.568  -0.54
C 3.345 0.640 -2.219  -0.27
H -1.726 -3.086 1.347  0.18
H -2.940 -2.166 2.301  0.18
H -1.326 -2.394 2.910  0.23
H -3.202 -0.429 0.928  0.18
H -2.754 -1.468 -0.389  0.17
H -1.890 1.259 0.372  0.25
H -2.864 0.943 -1.097  0.19
H -0.911 -0.358 -2.005  0.39
H -0.314 2.411 -1.446  0.23
H -1.043 1.754 -2.920  0.20
H 1.423 1.960 -3.258  0.19
H 1.074 0.521 -3.364  0.18
H 4.242 0.416 -1.641  0.22
H 3.593 1.308 -3.044  0.19
H 3.085 -0.347 -2.600  0.20

Output
ΔE to the lowest compared entry with this formula, charge and spin ... 85.6 kJ/mol
Charge ... 0
Lowest unoccupied orbital energy ... -1.13 eV
HOMO ... -7.571 eV
Gap between HOMO and LUMO ... 6.44 eV


Entry from the Open Molecules 2025 dataset: a 8-piece molecular cluster, C5H24NO8 overall (ωB97M-V with the def2-TZVPD basis set).

Each line ends with the natural charge from an NBO analysis.
Element x y z (Å)
O 1.748 1.550 0.720  -0.52
C 0.772 0.903 1.016  0.42
C 0.725 -0.568 0.626  -0.17
N 1.765 -0.726 -0.476  -0.54
C 2.850 -1.624 0.078  -0.24
C 2.645 -1.639 1.609  -0.41
C 1.111 -1.491 1.754  -0.43
H -0.159 1.335 1.404  0.21
H -0.226 -0.856 0.186  0.26
H 1.268 -1.144 -1.276  0.47
H 2.261 0.154 -0.635  0.46
H 2.836 -2.633 -0.306  0.23
H 3.812 -1.128 -0.001  0.24
H 3.131 -0.807 2.127  0.23
H 2.981 -2.571 2.059  0.25
H 0.815 -1.156 2.757  0.26
H 0.546 -2.439 1.784  0.23
H -1.679 4.639 -0.905  0.49
H -1.198 3.112 -0.922  0.48
O -0.936 4.041 -0.840  -0.97
H -1.108 -4.243 -1.734  0.50
H -1.221 -3.615 -3.216  0.49
O -0.868 -3.515 -2.332  -0.98
H -2.682 0.671 1.478  0.52
H -2.325 1.271 -0.013  0.49
O -2.025 0.919 0.824  -1.01
H 0.758 -1.211 -3.304  0.49
H -0.703 -1.656 -2.680  0.52
O 0.031 -1.019 -2.699  -0.99
H -3.750 -1.427 2.336  0.48
H -4.179 -0.239 3.103  0.49
O -3.439 -0.560 2.598  -0.95
H -0.221 3.541 1.163  0.47
H 0.564 4.869 0.899  0.48
O 0.218 4.289 1.590  -0.95
H -0.766 1.246 -2.911  0.48
H -1.774 2.121 -3.336  0.48
O -1.577 1.609 -2.525  -0.96

Output
ΔE to the lowest compared entry with this formula, charge and spin ... 237.7 kJ/mol
Charge ... +1
Lowest unoccupied orbital energy ... -2.84 eV
HOMO ... -12.467 eV
Gap between HOMO and LUMO ... 9.63 eV


Respective DFT total energy values: -32670.46978 -7391.70485 -122913.23095 -27164.48113 -20857.45548 -23437.90269 eV.